{
  "formula": "C4H7NS2",
  "method": "ωB97M-V/def2-TZVPD",
  "e_tot_ev": -27418.7094,
  "lumo_ev": [-1.5, -1.5],
  "charge": 0,
  "e_homo_ev": [-8.4, -8.4],
  "relative_energy_kcal_mol": 72.3,
  "gap_ev": [6.93, 6.89],
  "symbols": ["C", "C", "C", "C", "N", "S", "S", "H", "H", "H", "H", "H", "H", "H"],
  "coordinates": [[0.30590, 0.80712, 2.64534], [-1.33208, 0.25016, -2.58451], [1.20549, -1.21618, 0.76964], [0.47899, 1.37519, 1.38991], [0.40459, 0.36519, 3.72073], [-0.97692, -1.04857, -1.38317], [0.48181, 0.36084, 0.06630], [-0.44167, 0.88076, -2.64354], [-2.42462, 0.66894, -2.35420], [-1.48965, -0.24758, -3.50111], [2.21735, -0.97796, 1.10412], [1.18374, -2.04531, -0.04285], [0.42204, -1.48354, 1.54931], [-0.03497, 2.31094, 1.26403]],
  "nbo_charge": [0.212, -0.764, -0.743, -0.656, -0.308, -0.122, 0.670, 0.227, 0.224, 0.228, 0.245, 0.270, 0.255, 0.261]
}